*w*
Here is a molecular structure, C3H3NO4 from the OMol25 dataset. Energies are from the ωB97M-V functional and the def2-TZVPD basis.

Lowest unoccupied orbital energy in eV: 0.43
Molar mass in g mol⁻¹: 117.1
Gap between HOMO and LUMO in Eh: 0.3816
HOMO in eV: -9.96

Positions of all 11 atoms, in Å:
C (1.70, 0.09, -1.17)
C (-0.32, 0.25, 0.09)
C (-2.11, 0.00, 1.48)
H (2.19, -0.54, -0.30)
H (2.56, 1.21, -1.39)
H (1.70, -0.80, -2.08)
N (-0.18, -0.96, 0.56)
O (0.35, 0.60, -0.93)
O (-1.27, -1.03, 1.40)
O (-3.10, 0.39, 1.93)
O (-1.52, 0.80, 0.40)

*x*
Here is a single C3H3NO4 molecule from the OMol25 dataset. Energies are from the ωB97M-V functional and the def2-TZVPD basis.

Lowest unoccupied orbital energy in eV: 0.01
Molar mass in g mol⁻¹: 117.1
Gap between HOMO and LUMO in Eh: 0.3849
SMILES: C=NOC(=O)C(=O)O
HOMO in eV: -10.46

Positions of all 11 atoms, in Å:
C (1.19, -1.03, 0.17)
C (-0.17, -0.33, -0.56)
C (-1.63, 2.48, 0.43)
H (2.39, -0.92, 1.59)
H (-2.54, 3.16, 0.48)
H (-1.10, 2.44, 1.56)
N (-1.50, 1.54, -0.39)
O (1.50, -0.45, 1.39)
O (1.58, -2.18, -0.19)
O (-0.84, -0.92, -1.38)
O (-0.32, 0.77, 0.05)

It is *w* that is the least stable of them.

*w*
Here is a single C3H3NO4 molecule from the OMol25 dataset. Energies are from the ωB97M-V functional and the def2-TZVPD basis.

Lowest unoccupied orbital energy in eV: 0.14
Molar mass in g mol⁻¹: 117.1
Gap between HOMO and LUMO in Eh: 0.3689
SMILES: O=c1cc(O)n(O)o1
HOMO in eV: -9.90

Positions of all 11 atoms, in Å:
C (-0.47, -0.64, -0.12)
C (0.77, -1.12, 0.02)
C (1.70, -0.02, 0.01)
H (-2.32, -0.50, 0.01)
H (0.99, -2.10, 0.30)
H (-1.29, 2.34, 0.02)
N (-0.41, 0.74, -0.50)
O (-1.66, -1.22, -0.03)
O (2.92, 0.00, 0.17)
O (0.92, 1.09, -0.35)
O (-1.16, 1.44, 0.47)

*x*
Here is a single C3H3NO4 molecule from the OMol25 dataset. Energies are from the ωB97M-V functional and the def2-TZVPD basis.

Lowest unoccupied orbital energy in eV: 0.30
Molar mass in g mol⁻¹: 117.1
Gap between HOMO and LUMO in Eh: 0.3166
SMILES: O=c1o[nH]c(O)c1O
HOMO in eV: -8.31

Positions of all 11 atoms, in Å:
C (-0.66, -0.10, 0.67)
C (0.40, 0.43, -1.32)
C (0.38, -0.50, -0.19)
H (-0.44, -1.29, 2.10)
H (-1.38, 1.93, 0.91)
H (1.90, -1.46, -0.89)
N (-1.05, 1.14, 0.27)
O (-1.07, -0.57, 1.84)
O (-0.25, 1.55, -0.82)
O (0.91, 0.42, -2.42)
O (1.26, -1.56, -0.14)

It is *w* that is the least stable of them.

*w*
Here is 3 unconnected molecules or ions with the total composition H4NP from the OMol25 dataset. Energies are from the ωB97M-V functional and the def2-TZVPD basis.

Lowest unoccupied orbital energy in eV: -1.18
Molar mass in g mol⁻¹: 49.0
Gap between HOMO and LUMO in Eh: 0.3018
HOMO in eV: -9.39

Positions of all 6 atoms, in Å:
N (0.05, -0.69, -0.03)
P (0.49, 0.69, -0.28)
H (-2.28, -0.92, -0.65)
H (-1.43, -0.73, -0.45)
H (0.01, 1.15, -1.50)
H (0.63, 1.58, 0.90)

*x*
Here is 2 unconnected molecules or ions with the total composition H4NP from the OMol25 dataset. Energies are from the ωB97M-V functional and the def2-TZVPD basis.

Lowest unoccupied orbital energy (alpha / beta) in eV: -0.83 / 0.57
Molar mass in g mol⁻¹: 49.0
Gap between HOMO and LUMO (alpha / beta) in Eh: 0.3450 / 0.3310
HOMO (alpha / beta) in eV: -10.22 / -8.43

Positions of all 6 atoms, in Å:
N (1.41, 0.35, 0.42)
P (-0.11, 0.25, 0.06)
H (2.08, 0.29, -0.34)
H (-0.74, 0.70, 1.22)
H (-2.05, -2.79, -0.46)
H (-0.59, 1.18, -0.89)

*y*
Here is 2 unconnected molecules or ions with the total composition H4NP from the OMol25 dataset. Energies are from the ωB97M-V functional and the def2-TZVPD basis.

Lowest unoccupied orbital energy (alpha / beta) in eV: -0.98 / -0.98
Molar mass in g mol⁻¹: 49.0
Gap between HOMO and LUMO (alpha / beta) in Eh: 0.2712 / 0.2691
HOMO (alpha / beta) in eV: -8.36 / -8.30

Positions of all 6 atoms, in Å:
N (0.85, -0.18, 0.06)
P (-2.60, 0.10, 0.38)
H (1.45, 0.39, -0.64)
H (0.76, -1.03, -0.36)
H (-1.90, 0.98, -0.38)
H (1.45, -0.26, 0.94)

It is *w* that is the least stable of them.

*w*
Here is a molecular structure, C5H11N from the OMol25 dataset. Energies are from the ωB97M-V functional and the def2-TZVPD basis.

Lowest unoccupied orbital energy (alpha / beta) in eV: 4.62 / 4.30
Spin multiplicity: 2
Molar mass in g mol⁻¹: 85.1
Gap between HOMO and LUMO (alpha / beta) in Eh: 0.1396 / 0.2966
Charge: -1
HOMO (alpha / beta) in eV: 0.82 / -3.77

Positions of all 17 atoms, in Å:
C (-1.12, 1.03, 0.93)
C (-0.80, 0.32, -0.35)
C (0.75, 0.50, -0.92)
C (1.75, -0.15, -0.01)
C (1.58, -1.43, 0.42)
N (-1.83, -0.92, -0.63)
H (-0.40, 0.94, 1.80)
H (-1.33, 2.13, 0.81)
H (-1.99, 0.60, 1.45)
H (-0.80, -0.85, 0.11)
H (0.99, 1.57, -0.89)
H (0.71, -0.04, -1.88)
H (2.35, 0.57, 0.55)
H (2.06, -1.91, 1.27)
H (0.77, -1.98, -0.04)
H (-1.53, -1.37, -1.49)
H (-1.18, 0.98, -1.13)

*x*
Here is a gas-phase ion, C5H11N (charge -1) from the OMol25 dataset. Energies are from the ωB97M-V functional and the def2-TZVPD basis.

Lowest unoccupied orbital energy (alpha / beta) in eV: 4.56 / 4.35
Spin multiplicity: 2
Molar mass in g mol⁻¹: 85.1
Gap between HOMO and LUMO (alpha / beta) in Eh: 0.2341 / 0.2232
Charge: -1
HOMO (alpha / beta) in eV: -1.81 / -1.73

Positions of all 17 atoms, in Å:
C (-1.30, -0.97, -0.50)
N (1.16, -1.28, 1.30)
C (0.80, -0.08, 0.74)
C (-0.86, 0.28, 0.26)
C (-0.92, 1.55, -0.45)
C (1.70, 0.12, -0.51)
H (-1.13, -0.66, -1.53)
H (-2.35, -1.20, -0.28)
H (-0.69, -1.84, -0.28)
H (1.02, 0.78, 1.41)
H (0.70, -1.48, 2.19)
H (-1.25, 2.38, 0.16)
H (-1.28, 0.45, 1.26)
H (-1.24, 1.42, -1.47)
H (2.69, 0.44, -0.21)
H (1.78, -0.82, -1.07)
H (1.17, 0.91, -1.05)

It is *w* that is the least stable of them.

*w*
Here is 2 unconnected molecules or ions with the total composition C2H7N3O from the OMol25 dataset. Energies are from the ωB97M-V functional and the def2-TZVPD basis.

Lowest unoccupied orbital energy in eV: 0.95
Molar mass in g mol⁻¹: 89.1
Gap between HOMO and LUMO in Eh: 0.3882
SMILES: [H]/N=C\N.NC=O
HOMO in eV: -9.61

Positions of all 13 atoms, in Å:
N (1.87, -0.54, -1.35)
C (1.73, 0.25, -0.23)
N (1.35, -0.10, 0.93)
H (1.86, -0.03, -2.22)
H (1.28, -1.36, -1.37)
H (2.01, 1.29, -0.38)
H (1.13, -1.10, 0.97)
C (-2.18, -0.19, 0.30)
N (-1.56, 0.68, 1.13)
O (-1.62, -1.04, -0.36)
H (-3.27, -0.09, 0.27)
H (-0.54, 0.68, 1.03)
H (-2.05, 1.55, 1.28)

*x*
Here is a single C2H7N3O molecule from the OMol25 dataset. Energies are from the ωB97M-V functional and the def2-TZVPD basis.

Lowest unoccupied orbital energy in eV: 0.83
Molar mass in g mol⁻¹: 89.1
Gap between HOMO and LUMO in Eh: 0.3539
SMILES: [H]/N=C(\N)N(C)O
HOMO in eV: -8.80

Positions of all 13 atoms, in Å:
C (0.88, -0.33, 1.38)
C (-0.80, 0.15, -0.26)
H (1.20, -1.26, 1.76)
H (-0.01, -0.17, 1.92)
H (1.62, 0.41, 1.40)
H (1.94, -1.13, -0.85)
H (-0.01, 0.81, -2.05)
H (-1.67, 1.18, -1.96)
H (-2.61, 0.34, 0.51)
N (0.44, -0.44, -0.03)
N (-0.90, 0.75, -1.52)
N (-1.72, -0.14, 0.52)
O (1.62, -0.16, -0.82)

It is *x* that is the least stable of them.

*w*
Here is a molecular structure, C3H5BrN2 from the OMol25 dataset. Energies are from the ωB97M-V functional and the def2-TZVPD basis.

Lowest unoccupied orbital energy in eV: 0.94
Molar mass in g mol⁻¹: 149.0
Gap between HOMO and LUMO in Eh: 0.3288
HOMO in eV: -8.01

Positions of all 11 atoms, in Å:
C (0.19, -0.73, -0.18)
C (0.49, -1.97, -0.58)
C (0.86, 1.07, -0.12)
N (-1.03, -1.13, 0.32)
N (-0.80, -2.47, -0.28)
Br (1.96, -2.77, -1.34)
H (1.95, 1.35, -0.21)
H (0.15, 1.62, -0.83)
H (0.38, 1.19, 0.85)
H (-1.89, -0.66, 0.14)
H (-0.90, -3.24, 0.45)

*x*
Here is a single C3H5BrN2 molecule from the OMol25 dataset. Energies are from the ωB97M-V functional and the def2-TZVPD basis.

Lowest unoccupied orbital energy (alpha / beta) in eV: 0.61 / 0.61
Molar mass in g mol⁻¹: 149.0
Gap between HOMO and LUMO (alpha / beta) in Eh: 0.3360 / 0.3360
HOMO (alpha / beta) in eV: -8.53 / -8.53

Positions of all 11 atoms, in Å:
C (-0.98, 0.36, -0.72)
C (0.10, 1.17, 0.04)
C (-0.07, -1.45, 0.33)
N (-0.90, -0.85, -0.51)
N (1.08, 0.27, 0.71)
Br (2.83, 0.03, -0.08)
H (-1.67, 0.85, -1.35)
H (0.28, 2.09, -0.51)
H (-0.38, 1.52, 0.91)
H (-0.69, -1.67, 1.17)
H (0.41, -2.32, 0.00)

It is *w* that is the least stable of them.